1.
This record from OMol25 describes a structure of composition C22H24BrFN4O3Rh. The level of theory is ωB97M-V/def2-TZVPD.

Output
Molecular weight in g/mol: 594.27
HOMO energy in eV: -16.415
Spin multiplicity: 1
Orbital gap in Eh: 0.237
Relative energy (zero: lowest compared OMol25 entry of this formula, charge and spin) in kJ/mol: 25.5
Lowest unoccupied orbital energy in eV: -9.98
Charge: +3

```
56
Properties=species:S:1:pos:R:3:forces:R:3:nbo_charge:R:1
H -4.510307 -1.238227 -0.960333 0.007 -0.001 -0.002 0.243
C -1.902265 1.953463 -1.079045 0.123 -0.016 0.009 -0.358
H 0.045739 4.628933 0.904539 -0.058 0.014 0.051 0.239
C 1.829773 1.239394 0.714049 0.022 -0.059 0.014 -0.331
C 4.476055 -1.386634 1.131496 0.015 0.037 -0.064 -0.240
H 0.092106 4.275520 3.388096 -0.002 -0.007 0.005 0.256
H 6.272437 -0.493235 3.843881 -0.011 -0.005 0.003 0.455
H 4.453029 0.970541 3.421650 -0.003 0.035 -0.005 0.230
H 5.555905 -2.468165 2.672754 -0.012 -0.011 -0.018 0.257
H -6.730184 -2.682821 -0.047267 0.004 0.001 0.006 0.258
C -5.434409 -3.057954 -1.711673 -0.002 -0.007 0.001 0.012
C 0.834566 -0.573673 -1.145369 -0.020 -0.018 -0.008 -0.198
H 5.988506 1.710585 2.907181 0.000 0.010 -0.024 0.256
O -3.710127 1.699511 -2.694130 0.122 -0.004 0.301 -0.613
H 5.601591 0.955464 0.576224 -0.006 0.032 -0.007 0.218
C 5.002489 -1.538870 2.551724 0.016 0.035 0.038 -0.233
C -1.203121 0.803201 -1.442670 -0.094 0.052 -0.001 0.548
C -5.599357 -3.814647 -2.871727 0.008 0.008 -0.021 -0.076
H 0.018343 2.523712 3.158812 -0.002 -0.001 0.000 0.216
H 4.279699 1.973275 1.097546 -0.031 -0.016 0.027 0.251
C 0.594632 1.485619 0.098994 -0.043 -0.022 0.062 0.290
H 4.198953 -1.495978 3.285496 -0.012 -0.023 -0.013 0.233
H 0.488586 -1.278298 -1.887924 0.005 -0.001 0.003 0.264
H 3.780471 -2.198772 0.957600 -0.054 -0.010 -0.002 0.266
N -0.145918 2.624566 0.399814 -0.040 0.078 -0.002 -0.304
H 6.764266 -0.453888 2.283714 0.002 0.001 0.006 0.439
C 5.260693 0.930628 2.692106 -0.001 -0.051 0.027 -0.233
N 3.837992 -0.086899 0.962280 0.003 -0.007 0.214 -0.445
H 1.409846 3.652905 1.363056 -0.013 0.051 -0.050 0.215
H -6.610326 -4.381590 -0.504061 -0.001 -0.001 0.006 0.254
C -5.034669 -3.430238 -4.088450 -0.008 0.027 0.047 -0.232
H -1.868759 3.714066 0.119253 -0.003 -0.012 0.003 0.270
H 2.187992 1.910337 1.478102 0.001 -0.020 -0.009 0.230
H -5.158686 -4.006218 -4.994721 0.004 0.002 -0.004 0.287
C -3.213494 2.384996 -1.621337 -0.425 -0.348 -0.154 0.754
C -4.320293 -2.267930 -4.066150 0.090 0.077 -0.062 0.152
H -1.355636 3.543685 2.707602 0.003 -0.001 -0.009 0.232
H -5.280261 -3.605224 0.355864 -0.005 0.006 0.005 0.250
C -1.331279 2.813196 -0.153862 0.070 0.046 -0.057 0.204
C 0.325249 3.675384 1.347352 0.030 -0.063 0.007 -0.209
C 4.745725 1.006307 1.264167 0.061 0.012 -0.074 -0.240
N 5.934869 -0.402077 2.882932 0.022 -0.001 -0.024 -0.494
F 2.781846 -1.809527 -0.970146 0.028 -0.005 0.055 -0.299
O -3.844451 3.296751 -1.189819 0.160 0.178 0.082 -0.475
H 5.298548 -1.504090 0.414999 -0.016 -0.025 -0.009 0.217
C 2.046084 -0.767543 -0.567508 0.062 0.044 -0.004 0.353
C -6.048901 -3.456296 -0.402782 -0.002 -0.007 -0.006 -0.649
O -1.615077 -0.088594 -2.301514 -0.042 -0.199 -0.206 -0.620
H -6.185219 -4.724722 -2.832569 -0.002 0.001 0.000 0.267
C 0.068573 0.562504 -0.825110 -0.004 0.073 0.074 -0.192
Rh -3.167103 0.096127 -3.460664 0.180 0.656 0.067 1.261
C -0.267504 3.485203 2.730577 0.036 0.005 0.012 -0.628
Br -3.407111 -1.407494 -5.514235 0.008 -0.463 -0.263 0.262
C 2.592921 0.122468 0.400323 -0.050 -0.021 -0.159 0.261
N -4.143753 -1.525440 -2.974666 -0.086 -0.084 0.147 -0.406
C -4.679273 -1.893298 -1.804452 -0.038 0.029 -0.009 0.073
```
Positions in Å, forces in eV/Å.

---

2.
This record from OMol25 describes a structure of composition C19H17CuN3O5P. The level of theory is ωB97M-V/def2-TZVPD.

Output
Molecular weight in g/mol: 461.88
HOMO energy in eV: -0.800
Spin multiplicity: 1
Orbital gap in Eh: 0.191
Relative energy (zero: lowest compared OMol25 entry of this formula, charge and spin) in kJ/mol: 0.0
Lowest unoccupied orbital energy in eV: 4.41
Charge: -2

```
46
Properties=species:S:1:pos:R:3:forces:R:3:nbo_charge:R:1
H -2.146976 0.360359 4.854348 -0.010 0.005 0.014 0.214
O 3.662007 -1.613629 -3.258988 0.093 0.024 -0.005 -0.630
N -2.961907 3.555007 -1.158700 0.027 -0.022 0.032 -0.481
C 0.257662 -2.826244 -3.003986 0.231 0.041 0.060 0.329
H -2.267615 4.817275 0.354507 0.005 0.008 0.000 0.183
H -2.468795 0.734548 7.272557 -0.004 0.002 0.000 0.195
O -0.447585 -1.682479 -0.946222 -0.042 -0.035 -0.066 -0.783
P -0.857841 1.759323 -0.543334 0.067 -0.136 0.062 0.735
H 1.732811 0.201682 7.896884 0.002 0.000 0.001 0.194
C -1.300359 0.327128 5.528272 -0.040 0.016 0.015 -0.211
H -2.399125 0.264657 -1.694516 0.004 -0.037 0.003 0.230
O -0.745304 -3.420510 -3.387335 -0.088 -0.030 -0.015 -0.638
C -3.887501 2.425237 -1.276138 0.025 -0.012 0.003 -0.066
H -3.850638 2.043654 -2.298883 0.005 0.002 -0.007 0.191
H -3.990568 4.391450 0.437963 -0.019 0.004 0.007 0.176
C 1.746628 -1.432091 -1.776463 -0.002 0.005 -0.168 0.269
N -3.628835 1.327488 -0.356315 0.088 0.013 0.007 -0.473
N -2.694130 2.969179 1.216032 0.051 -0.039 0.005 -0.475
C -3.618652 1.854630 1.006063 0.029 -0.009 -0.051 -0.068
H -3.357214 1.048651 1.693326 0.008 -0.006 0.003 0.207
H -0.628997 3.353084 1.287855 -0.019 0.025 0.016 0.203
C -1.597397 3.150099 -1.546173 -0.088 0.050 -0.010 -0.531
C -0.390356 0.493641 7.756763 0.005 0.000 -0.055 -0.267
C -0.032434 0.069202 4.984286 0.038 -0.013 -0.107 -0.078
C 0.873563 0.238881 7.236461 -0.006 -0.010 -0.045 -0.221
C 0.150482 -0.137612 3.582016 -0.053 0.020 0.052 -0.233
H -2.201799 -0.206154 -0.032273 -0.034 0.007 0.036 0.259
O 2.115057 -0.661902 -0.848310 0.070 -0.043 -0.010 -0.756
O 1.909129 -3.517455 -4.651862 0.032 -0.067 -0.080 -0.611
H -1.606656 2.850305 -2.597748 -0.021 0.003 -0.015 0.210
Cu 0.543217 -0.562125 0.529897 0.163 -0.117 0.135 0.792
C 1.050268 0.031706 5.877042 0.032 -0.014 0.033 -0.212
C -1.298031 2.506746 1.103708 -0.081 0.076 -0.040 -0.544
H -0.941135 4.022620 -1.472617 -0.012 0.025 0.002 0.202
C 0.304691 -0.303923 2.375575 -0.095 0.167 0.166 -0.449
H -1.090034 1.766458 1.877255 -0.015 -0.028 0.005 0.261
C -2.987119 4.003133 0.234177 0.024 -0.018 -0.037 -0.064
C 0.414021 -1.966787 -1.829364 -0.002 -0.043 -0.130 0.254
H -0.527584 0.657058 8.818941 0.000 -0.001 0.001 0.192
C -1.474652 0.536631 6.887773 0.017 -0.015 -0.040 -0.220
H 2.034966 -0.165391 5.473131 0.006 0.004 0.018 0.216
C 2.516363 -1.903591 -2.935147 -0.189 -0.132 0.067 0.335
H -4.896095 2.804423 -1.080436 -0.018 0.011 0.004 0.175
C -2.352635 0.658774 -0.677477 -0.070 0.078 0.026 -0.535
H -4.629103 2.207150 1.238669 -0.020 0.016 0.005 0.172
C 1.608226 -2.856974 -3.671834 -0.094 0.226 0.103 0.353
```
Positions in Å, forces in eV/Å.

---

3.
This record from OMol25 describes an isolated molecule of C5H13NO at a distorted geometry. The level of theory is ωB97M-V/def2-TZVPD.

Output
Molecular weight in g/mol: 103.16
HOMO energy in eV: -9.393
Spin multiplicity: 1
Orbital gap in Eh: 0.377
Relative energy (zero: lowest compared OMol25 entry of this formula, charge and spin) in kJ/mol: 129.6
Lowest unoccupied orbital energy in eV: 0.86
SMILES string: CCC[C@H](N)CO

```
20
Properties=species:S:1:pos:R:3:forces:R:3:nbo_charge:R:1
H -0.055940 2.404364 -0.947227 -0.040 -0.769 0.280 0.210
H -2.240755 0.276535 1.408796 -0.068 0.306 0.249 0.350
H 1.489263 1.906131 -1.502223 -0.251 -0.281 0.254 0.196
C -0.074346 0.912578 -2.510931 -0.746 -2.734 -0.446 -0.624
H 0.039650 -0.825457 2.379065 0.066 0.191 0.027 0.170
H 1.231420 0.959191 0.728248 0.074 -0.457 -0.216 0.208
C -0.559074 -0.229056 0.379908 0.201 0.897 1.424 -0.080
N -1.456836 0.804143 1.035950 1.108 -1.100 -0.638 -0.820
H 0.484166 -0.002164 -2.775340 0.638 0.335 -0.041 0.192
H -0.892595 1.142472 1.812184 -0.448 0.193 0.196 0.342
C 0.733794 0.455292 -0.115217 -1.155 0.438 -1.119 -0.404
H -1.166384 -0.618321 -0.424873 0.178 -0.428 -0.355 0.187
C -0.150981 -1.317464 1.426554 0.376 0.389 -0.807 -0.077
H -0.941658 -2.038298 1.618727 -0.201 -0.218 -0.170 0.166
C 0.498793 1.484095 -1.227965 0.514 2.046 -0.764 -0.400
H 1.372221 -0.268843 -0.630173 0.156 -0.124 0.791 0.220
O 1.087260 -1.940774 1.086129 -0.132 -0.418 0.242 -0.726
H -0.153548 1.435769 -3.484731 0.052 0.452 1.070 0.225
H 0.972121 -2.652162 0.446017 -0.233 0.161 0.099 0.468
H -1.016322 0.346077 -2.327157 -0.089 1.119 -0.077 0.197
```
Positions in Å, forces in eV/Å.

---

4.
This record from OMol25 describes an isolated molecule of H4NO2PS at a distorted geometry. The level of theory is ωB97M-V/def2-TZVPD.

Output
Molecular weight in g/mol: 113.08
Expectation value of S²: 2.011
HOMO energy (spin up / spin down) in eV: -5.658 / -10.130
Spin multiplicity: 3
Orbital gap (spin up / spin down) in Eh: 0.236 / 0.246
Relative energy (zero: lowest compared OMol25 entry of this formula, charge and spin) in kJ/mol: 146.5
Lowest unoccupied orbital energy (spin up / spin down) in eV: 0.77 / -3.45

```
9
Properties=species:S:1:pos:R:3:forces:R:3:lowdin_spin:R:1
P -0.141462 0.230608 -0.238656 1.225 -1.928 2.856 0.345
H -0.824775 -1.379895 0.967467 -0.013 -1.182 0.238 0.004
H 2.270452 0.764294 -0.459476 0.662 0.401 -0.713 0.007
H -1.067010 1.721847 0.954703 -0.052 1.044 0.299 0.005
N -0.674211 -1.391480 -0.028246 -0.717 2.672 -0.529 0.068
H -0.162516 -2.109948 -0.487480 0.467 -0.504 0.194 0.002
S -0.244199 1.013202 -2.050713 -0.938 0.671 -2.292 0.931
O 1.858805 0.372121 0.302587 0.082 -0.383 0.675 0.555
O -1.015082 0.779250 1.039814 -0.716 -0.790 -0.728 0.084
```
Positions in Å, forces in eV/Å.